{"formula": "C42H32BrFN7OTi", "method": "the ωB97M-V functional and the def2-TZVPD basis", "e_homo_ev": [-1.441, -1.443], "e_tot_ev": -152426.519, "e_lumo_ev": [2.25, 2.25], "gap_ev": [3.689, 3.690], "max_force_ev_per_a": 3.27, "total_charge": -1, "symbols": ["Ti", "C", "C", "C", "C", "C", "N", "C", "C", "C", "C", "C", "C", "C", "N", "C", "C", "C", "N", "C", "C", "N", "C", "C", "C", "N", "H", "H", "H", "H", "H", "H", "H", "H", "H", "H", "H", "H", "H", "H", "H", "H", "H", "H", "Br", "C", "C", "C", "C", "O", "C", "C", "N", "C", "C", "C", "C", "C", "C", "C", "C", "N", "C", "C", "H", "H", "H", "H", "H", "H", "H", "H", "H", "H", "F", "C", "C", "C", "C", "C", "C", "H", "H", "H", "H"], "positions_angstrom": [[0.92317, -0.44635, 0.25421], [1.95696, 3.59223, -5.68927], [1.48451, 2.94307, -4.41277], [0.23135, 3.19899, -3.87850], [-0.18679, 2.56539, -2.72167], [0.62093, 1.64936, -2.01954], [0.20696, 1.01490, -0.88800], [-1.16579, 1.09148, -0.48632], [-2.14673, 0.54098, -1.48330], [-3.45638, 0.66688, -1.33278], [-4.05525, 1.38180, -0.17336], [-5.48834, 1.79989, -0.47228], [-3.09852, 1.86501, 1.74618], [-1.57745, 1.69696, 1.54514], [-0.72273, 2.09998, 2.63452], [-0.97631, 2.98074, 3.63340], [0.17713, 3.08319, 4.37312], [1.08236, 2.21515, 3.73203], [0.52578, 1.63958, 2.68452], [1.91394, 1.41049, -2.56566], [2.29990, 2.04284, -3.74282], [2.81852, 0.49945, -1.96839], [4.11696, 0.29882, -2.31814], [4.55312, -0.82244, -1.65781], [3.45740, -1.26549, -0.91655], [2.42224, -0.44905, -1.09401], [1.11892, 4.02365, -6.23665], [2.44998, 2.86595, -6.33768], [2.67355, 4.39261, -5.48563], [-0.43909, 3.89145, -4.37559], [-1.17855, 2.77367, -2.34644], [-1.73975, 0.04591, -2.35177], [-4.13706, 0.26438, -2.07791], [-5.52497, 2.44026, -1.35681], [-5.91387, 2.35190, 0.36912], [-6.10450, 0.91627, -0.65388], [-3.40416, 2.33839, 2.67734], [-1.92324, 3.48336, 3.73714], [0.33116, 3.68126, 5.25548], [2.10646, 1.98687, 3.98340], [3.26212, 1.81062, -4.18083], [4.64686, 0.96067, -2.97745], [5.53142, -1.26636, -1.71720], [3.37330, -2.12580, -0.27389], [5.40724, -3.87951, 5.06541], [4.43886, -2.71931, 3.88251], [5.08378, -1.61449, 3.35135], [4.35464, -0.77343, 2.51179], [3.01169, -1.00366, 2.20037], [2.36222, -0.17381, 1.42017], [2.36447, -2.16591, 2.75855], [0.99809, -2.43246, 2.51991], [0.20576, -1.62551, 1.78328], [-1.13990, -1.83189, 1.68778], [-1.86732, -2.98368, 2.04946], [-3.25002, -2.96767, 2.04988], [-3.96791, -1.81162, 1.75945], [-3.27628, -0.66506, 1.37098], [-3.94242, 0.66956, 1.23424], [-3.18079, 2.55590, 0.36071], [-1.65101, 2.42627, 0.18363], [-1.16089, 0.44740, 0.88576], [-1.90022, -0.72193, 1.24222], [3.12292, -3.00786, 3.60506], [6.12090, -1.41226, 3.57955], [4.82797, 0.09764, 2.07252], [0.56816, -3.29112, 3.03369], [-1.34415, -3.88804, 2.33047], [-3.78757, -3.87130, 2.31447], [-5.04720, -1.79631, 1.85992], [-4.92319, 0.62428, 1.71088], [-3.59326, 3.55506, 0.22428], [-1.07852, 3.32506, -0.02761], [2.65091, -3.87678, 4.04654], [-0.98399, -5.24443, -3.37996], [-0.51995, -4.22627, -2.59510], [-0.52468, -2.94041, -3.08706], [-0.06968, -1.91468, -2.26304], [0.34761, -2.10314, -0.93227], [0.39254, -3.45240, -0.53746], [-0.02701, -4.50892, -1.34059], [-0.86750, -2.75177, -4.09822], [-0.00217, -0.92793, -2.71104], [0.77757, -3.71040, 0.44362], [0.02479, -5.53614, -0.99885]], "forces_ev_per_a": [[-1.5509, -0.5979, 2.8182], [0.0061, -0.0004, 0.1311], [0.0218, 0.0605, -0.1546], [0.0401, -0.0868, 0.1030], [0.0100, -0.0091, -0.0117], [0.2819, -0.0164, -0.1378], [-0.1997, 0.3651, -0.2251], [-0.7627, 0.5172, -0.1224], [0.1258, -0.0369, -0.0543], [-0.1020, 0.0682, -0.0294], [-0.0578, 0.0312, -0.0895], [0.1336, 0.0454, 0.0743], [0.0272, -0.0088, 0.1565], [0.2924, 0.1162, -0.1797], [-0.1880, -0.1443, 0.1204], [-0.0610, 0.1259, 0.0521], [-0.0706, 0.0148, 0.0278], [0.0211, 0.0359, -0.0059], [0.2263, -0.0435, -0.2043], [-0.5128, 0.4433, -0.2292], [-0.0060, -0.0999, 0.1467], [0.4185, -0.0649, -0.0076], [-0.1912, -0.0493, 0.2288], [0.1353, -0.0589, -0.1190], [-0.1580, 0.2436, -0.3458], [1.7329, -0.0387, -1.5237], [0.0177, 0.0069, -0.0189], [-0.0081, 0.0212, -0.0281], [-0.0169, 0.0035, -0.0369], [0.0018, -0.0129, -0.0071], [-0.0035, -0.0164, -0.0064], [-0.0078, -0.0671, 0.0195], [0.0689, -0.0732, -0.0062], [-0.0251, -0.0075, -0.0063], [-0.0295, -0.0055, -0.0158], [-0.0284, 0.0159, 0.0037], [-0.0281, -0.0517, -0.0450], [0.0099, -0.0811, 0.0019], [0.0034, 0.0026, -0.0307], [-0.0302, -0.0455, -0.0143], [-0.0187, -0.0248, 0.0095], [-0.0823, -0.0003, -0.0345], [-0.0080, 0.0178, 0.0593], [-0.0287, 0.0526, 0.1419], [-0.0179, 0.0290, -0.0604], [0.1058, 0.1625, -0.0658], [0.3079, -0.2317, 0.2626], [-0.6815, 0.0406, -0.3650], [1.3295, -0.7535, 1.4942], [0.1088, 0.0822, -0.7613], [-0.4193, 0.4525, -0.0642], [0.6142, -0.8745, 0.0312], [-0.8435, 1.0203, -0.1926], [0.0642, 0.5080, -0.0461], [0.1802, -0.1518, 0.0713], [-0.0813, 0.1498, -0.0065], [-0.1558, -0.1854, 0.0374], [0.2037, 0.1283, 0.0152], [0.1298, -0.1102, -0.0384], [-0.0629, 0.0979, -0.0505], [0.2379, -0.1814, -0.0165], [-0.4449, -0.0434, 0.0204], [-0.2547, -0.0830, 0.2600], [0.0663, 0.0244, -0.0073], [-0.0054, -0.0075, -0.0004], [-0.0123, 0.0443, 0.0042], [0.0201, -0.0540, -0.2416], [0.0329, 0.0337, -0.0061], [0.0139, 0.0006, 0.0356], [0.0037, 0.0313, -0.0496], [-0.0035, 0.0350, -0.0134], [-0.0120, -0.0170, -0.0157], [0.0200, -0.0210, -0.0164], [-0.0270, 0.0206, 0.0048], [0.0810, 0.0671, 0.0307], [-0.0085, 0.0120, -0.0985], [-0.0867, -0.0610, -0.0518], [0.1680, 0.0476, 0.0094], [0.2055, -0.8040, -0.7124], [-0.0538, -0.1352, 0.0529], [-0.0103, 0.0642, 0.0613], [0.0134, 0.0058, 0.0222], [-0.0613, 0.0191, 0.0206], [-0.0294, 0.0601, 0.0238], [-0.0333, 0.0316, 0.0185]]}